1.
The following is a DFT calculation (the ωB97M-V functional and the def2-TZVPD basis) of one molecule with the formula C3H4N4O2.

XYZ file:
```
13
Properties=species:S:1:pos:R:3:forces:R:3:mulliken_charge:R:1
N -0.9467 -1.3323 0.0453 -2.5 2.3 -0.3 -0.877
H 2.7361 0.3153 0.4424 -0.7 -1.5 -0.5 0.217
N 1.3382 -1.3298 -0.1616 2.7 2.7 1.4 -0.614
C -1.8792 -0.3317 -0.0669 0.6 -3.3 1.8 0.490
C -0.0915 0.7184 0.0593 -0.2 0.9 -0.2 0.624
H 3.3640 -1.4778 -0.1141 -1.4 1.6 0.1 0.258
N 0.1919 -0.5807 0.1526 0.9 -1.4 -1.0 0.987
C 2.4977 -0.7341 0.0640 -0.6 -2.0 -0.4 -0.191
O 0.8198 1.7085 0.0261 -1.4 1.6 -0.8 -0.516
O -3.2098 -0.6310 0.0961 -0.3 3.1 -1.9 -0.483
H -3.7259 0.2218 -0.2447 1.6 -2.7 1.2 0.377
H 0.2911 2.5462 -0.2762 1.4 -2.2 0.9 0.367
N -1.3858 0.9072 -0.0224 -0.1 1.0 -0.3 -0.640
```
Forces are in eV/Å.

Values from the calculation:
Gap between HOMO and LUMO, eV: 9.38
HOMO level, eV: -8.917
Calculated total energy, eV: -13228.65799
Energy above the lowest of the compared OMol25 structures with the same formula, charge and spin, kJ/mol: 217.8
SMILES: C=Nn1nc(O)nc1O

2.
The following is a DFT calculation (the ωB97M-V functional and the def2-TZVPD basis) of a 2-piece molecular cluster, C4H10N2 overall.

XYZ file:
```
16
Properties=species:S:1:pos:R:3:forces:R:3:mulliken_charge:R:1
N -0.2829 0.0443 -1.8928 -1.0 -0.8 -0.5 -0.834
C -0.5475 1.3605 -1.5901 1.1 0.2 0.6 -0.037
H -2.3550 1.3324 -0.5260 -0.1 0.0 0.4 0.371
H 0.6718 -0.2376 -1.9912 0.3 0.3 0.0 0.263
N 0.5603 -1.5216 2.0485 0.6 0.5 -0.5 -0.744
H -0.0334 0.4013 1.3061 -0.1 0.1 0.1 0.224
H -0.8101 -0.7132 -1.4540 0.1 0.7 0.2 0.447
H -1.4103 2.9618 -0.6170 -0.3 0.1 -0.1 0.214
H -0.9553 -0.3656 2.7888 -0.1 0.5 -0.1 0.304
C -1.5164 1.9176 -0.8599 0.0 -0.4 -0.7 -0.804
H 0.2697 2.0010 -1.9170 -0.1 0.1 0.0 0.218
H 2.1999 -0.8267 0.6984 -0.4 0.3 0.4 0.211
H 2.0309 -2.5457 1.0581 0.1 0.2 -0.1 0.364
C 1.4459 -1.6182 0.9273 0.3 -1.4 0.3 -0.577
C -0.1662 -0.3935 2.0406 -0.3 -0.5 0.2 -0.622
H 0.8987 -1.7968 -0.0198 -0.2 0.2 -0.3 0.001
```
Forces are in eV/Å.

Values from the calculation:
Gap between HOMO and LUMO (spin up / spin down), eV: 3.28 / 7.61
Spin multiplicity: 2
HOMO level (spin up / spin down), eV: 0.765 / -3.639
<S²>: 0.75
Charge: -1
Calculated total energy, eV: -7287.35782
Energy above the lowest of the compared OMol25 structures with the same formula, charge and spin, kJ/mol: 106.4